{"formula": "C34H29AsN9O10PS3Tc", "method": "ωB97M-V/def2-TZVPD", "elements": ["Tc", "N", "C", "N", "N", "N", "N", "C", "N", "N", "N", "N", "H", "O", "S", "O", "O", "O", "O", "S", "O", "O", "C", "C", "C", "C", "C", "C", "S", "O", "O", "O", "H", "H", "H", "H", "C", "C", "As", "C", "C", "C", "C", "C", "C", "C", "C", "C", "C", "C", "C", "P", "C", "C", "C", "C", "C", "C", "C", "C", "C", "C", "C", "C", "H", "H", "H", "H", "H", "H", "H", "H", "H", "H", "H", "H", "H", "H", "H", "H", "H", "H", "H", "H", "H", "H", "H", "H"], "coordinates": [[-0.982, 3.261, -2.560], [-1.864, 0.546, -4.545], [-1.032, 1.487, -5.081], [-0.563, 1.462, -6.315], [0.181, 2.563, -6.409], [0.185, 3.216, -5.319], [-0.574, 2.585, -4.412], [-2.110, 0.455, -3.209], [-2.656, -0.586, -2.602], [-2.674, -0.247, -1.314], [-2.175, 0.913, -1.133], [-1.797, 1.425, -2.309], [-2.101, -0.245, -5.121], [2.430, 4.713, -1.955], [1.052, 4.478, -1.585], [0.776, 4.922, -0.244], [0.774, 2.952, -1.744], [0.115, 5.004, -2.622], [-5.098, 4.607, -2.686], [-3.807, 4.464, -2.027], [-3.375, 5.681, -1.405], [-2.882, 3.842, -3.058], [-4.126, 3.175, -0.789], [-5.220, 2.366, -1.053], [-5.568, 1.355, -0.172], [-4.835, 1.167, 0.990], [-3.739, 1.974, 1.248], [-3.381, 2.970, 0.354], [-1.797, 3.821, 0.559], [-0.964, 2.837, 1.219], [-2.045, 4.993, 1.350], [-1.481, 4.036, -0.851], [-5.772, 2.550, -1.962], [-6.407, 0.711, -0.399], [-5.109, 0.374, 1.672], [-3.116, 1.826, 2.116], [0.103, -0.760, 0.087], [1.139, -1.861, 0.232], [0.170, -3.566, 0.381], [1.633, -4.757, 0.991], [2.974, -4.552, 0.688], [3.932, -5.491, 1.032], [3.565, -6.658, 1.679], [2.233, -6.875, 1.992], [1.281, -5.935, 1.647], [-0.551, -3.204, 2.170], [-1.930, -3.177, 2.344], [-2.480, -2.883, 3.579], [-1.655, -2.606, 4.655], [-0.280, -2.618, 4.489], [0.266, -2.918, 3.255], [0.739, 1.014, -0.023], [2.082, 0.750, -1.243], [3.277, 1.460, -1.141], [4.241, 1.368, -2.127], [4.014, 0.592, -3.253], [2.804, -0.064, -3.398], [1.845, 0.019, -2.404], [1.645, 0.867, 1.580], [0.917, 1.233, 2.709], [1.429, 1.038, 3.978], [2.681, 0.467, 4.143], [3.420, 0.112, 3.028], [2.910, 0.313, 1.756], [-0.588, -0.753, 0.936], [-0.500, -0.954, -0.801], [1.761, -1.714, 1.119], [1.792, -1.875, -0.643], [3.271, -3.646, 0.175], [4.971, -5.314, 0.789], [4.311, -7.400, 1.933], [1.937, -7.784, 2.499], [0.236, -6.106, 1.885], [-2.569, -3.373, 1.491], [-3.554, -2.864, 3.702], [-2.082, -2.373, 5.620], [0.367, -2.385, 5.323], [1.344, -2.923, 3.134], [3.426, 2.119, -0.296], [5.166, 1.918, -2.024], [4.764, 0.528, -4.030], [2.602, -0.631, -4.297], [0.888, -0.462, -2.555], [-0.043, 1.701, 2.559], [0.849, 1.332, 4.843], [3.082, 0.303, 5.135], [4.399, -0.335, 3.152], [3.503, 0.030, 0.897]], "forces_ev_per_a": [[-0.530, 0.416, -0.476], [-0.154, -0.162, -0.258], [0.420, 0.636, 0.080], [-0.797, -0.785, 0.612], [0.469, 0.509, -0.313], [0.791, 1.173, -0.002], [-0.578, -1.544, -1.153], [0.090, 0.187, 0.700], [0.244, 0.181, -1.193], [-0.239, 0.216, 0.689], [-0.146, -0.036, 1.008], [-0.208, -1.476, -1.020], [0.054, 0.062, 0.076], [-0.513, -0.191, -0.370], [4.954, 1.308, 1.842], [-0.153, -0.110, -0.343], [-0.642, 0.648, -0.847], [-1.656, -0.081, -1.001], [0.486, -0.397, 0.021], [-2.996, 0.946, -0.310], [0.525, -0.329, -0.071], [0.932, 0.068, -0.061], [0.034, 0.359, -0.371], [-0.164, -0.118, -0.072], [0.013, 0.124, -0.089], [0.050, 0.149, 0.022], [-0.110, 0.144, 0.121], [0.524, 0.289, -0.084], [-1.510, -1.469, 3.898], [-0.363, 0.685, -0.492], [0.180, 0.270, -0.858], [-0.033, 0.308, -0.532], [-0.084, -0.054, 0.021], [-0.032, -0.031, -0.017], [0.069, -0.041, 0.082], [0.072, -0.117, 0.093], [0.228, 0.144, -0.213], [0.023, -0.111, 0.081], [0.385, -0.108, 0.251], [-0.246, -0.001, -0.161], [-0.166, 0.319, -0.109], [0.169, -0.086, 0.006], [0.107, -0.047, 0.014], [-0.016, -0.117, 0.063], [-0.268, 0.146, -0.021], [-0.093, -0.064, -0.137], [0.053, -0.080, -0.308], [-0.155, 0.020, 0.116], [-0.070, 0.011, 0.085], [0.046, 0.017, 0.130], [0.234, -0.016, -0.069], [0.243, -1.422, 0.380], [0.089, -0.058, 0.147], [-0.093, -0.126, -0.038], [0.102, 0.044, 0.007], [0.136, -0.005, -0.097], [0.038, -0.035, -0.155], [0.001, 0.046, 0.093], [0.121, 0.043, -0.184], [-0.026, 0.078, -0.077], [0.026, -0.093, 0.226], [-0.002, 0.011, 0.141], [0.176, -0.075, 0.024], [0.084, 0.056, 0.090], [-0.055, 0.034, -0.075], [-0.020, 0.061, 0.089], [-0.078, -0.138, -0.059], [-0.036, -0.130, 0.029], [0.044, 0.034, -0.009], [0.051, 0.030, -0.023], [0.050, -0.015, 0.034], [-0.029, -0.049, 0.037], [0.042, -0.059, 0.031], [-0.056, 0.010, 0.035], [-0.076, 0.019, -0.007], [-0.029, 0.030, 0.050], [0.063, 0.027, 0.036], [0.024, 0.017, 0.005], [0.097, 0.046, 0.068], [0.016, 0.065, -0.024], [0.012, 0.008, -0.024], [-0.036, -0.027, -0.053], [-0.105, -0.149, 0.040], [-0.058, -0.025, 0.160], [-0.038, 0.022, 0.034], [0.022, 0.007, 0.058], [0.063, -0.009, -0.017], [0.003, -0.043, -0.030]], "mulliken_charge": [0.564, -0.015, 0.138, -0.485, -0.761, -0.462, 1.230, 0.008, -0.900, -0.816, 0.170, 1.450, 0.294, -0.743, 1.134, -0.711, -0.027, -0.595, -0.863, 1.415, -0.620, -0.666, -0.054, -0.528, -0.716, -0.492, -0.825, 0.486, 1.409, -0.603, -0.748, -0.499, 0.539, 0.361, 0.399, 0.446, -2.239, -0.516, 0.162, 0.088, -0.022, -0.663, -0.363, -0.559, -0.477, 0.051, -0.327, -0.567, -0.427, -0.653, 0.066, 1.770, 0.462, -0.565, -0.876, -0.761, -0.915, -0.744, 0.795, -0.655, -0.749, -0.597, -0.526, -0.791, 0.968, 0.877, 0.300, 0.863, 0.327, 0.371, 0.353, 0.359, 0.312, 0.341, 0.405, 0.381, 0.388, 0.288, 0.602, 0.408, 0.367, 0.446, 0.356, 0.471, 0.454, 0.364, 0.391, 0.295], "e_homo_ha": [-0.1104, -0.1106], "total_charge": -2, "multiplicity": 4, "s2": 3.765, "de_lowest_ev": 0.000, "gap_ev": [6.703, 6.254], "lumo_energy_ev": [3.70, 3.25], "largest_force_ev_per_a": 5.45, "e_tot_ha": -6410.83634}